Here is a structure of composition C3H13O5 at a distorted geometry from the Open Molecules 2025 dataset. Energies are from wB97M-V/def2-TZVPD.

Element x y z (Å)
C1 -0.5785 -0.2855 0.0809
C2 0.3138 -0.9283 -0.9723
O1 1.1830 -1.8151 -0.1931
C3 -1.6470 0.8036 -0.2973
O2 -0.8744 0.8182 -2.7907
H1 0.2834 0.2424 0.5797
H2 -0.8031 -1.0380 0.8893
H3 -0.1274 -1.5087 -1.7643
H4 0.9444 -0.1708 -1.4526
H5 0.4395 -2.3240 0.3733
H6 -1.0138 1.4103 -0.9544
H7 -2.5965 0.4292 -0.7313
H8 0.5033 2.9687 2.6820
H9 -0.5182 -3.2742 2.0090
O3 -0.7493 -2.6607 1.3364
H10 2.2180 0.7724 0.2984
H11 1.1908 1.7770 1.1945
O4 0.4973 2.1109 2.2529
H12 -2.0897 1.3502 0.5803
H13 -1.2006 1.3104 -3.5240
O5 1.7234 1.6112 0.2635

Values from the calculation:
* highest occupied orbital energy: -5.17 eV
* strongest force on any atom: 3.9 eV/A
* electronic energy: -13550.3896 eV
* frontier orbital gap: 3.655 eV
* LUMO: -1.518 eV
* relative energy (zero: lowest compared OMol25 entry of this formula, charge and spin): 232.2 kcal/mol
* total charge: -1

Here is a cluster of 2 separate species, C3H14N2O in total at a distorted geometry from the Open Molecules 2025 dataset. Energies are from wB97M-V/def2-TZVPD.

Element x y z (Å)
C1 -0.6786 1.3437 -0.2381
C2 -1.1398 -0.1046 -0.5054
C3 -0.3695 -0.9983 0.3950
N1 -0.8794 -2.7390 0.2589
N2 0.7005 1.6376 -0.8564
H1 -0.6897 1.7467 0.7692
H2 -1.3305 1.9119 -0.9023
H3 -1.0029 -0.3138 -1.5671
H4 -2.2216 -0.1625 -0.3657
H5 0.6772 -1.1268 0.1281
H6 -0.5445 -1.0427 1.4578
H7 -0.9745 -3.4784 0.9616
H8 -1.8188 -2.7754 -0.1607
H9 -0.3516 -3.1081 -0.5364
H10 0.6460 2.6045 -1.1786
H11 0.7382 1.0799 -1.7081
H12 1.4869 1.5394 -0.0737
H13 2.1319 0.9775 1.8961
H14 3.2878 1.5777 1.1615
O1 2.3329 1.4306 1.0644

Values from the calculation:
* highest occupied orbital energy: -20.57 eV
* strongest force on any atom: 4.0 eV/A
* electronic energy: -8348.4562 eV
* frontier orbital gap: 13.136 eV
* LUMO: -7.431 eV
* relative energy (zero: lowest compared OMol25 entry of this formula, charge and spin): 27.7 kcal/mol
* total charge: +2

Here is a cluster of 3 separate species, C3H14N2O2 in total at a distorted geometry from the Open Molecules 2025 dataset. Energies are from wB97M-V/def2-TZVPD.

Element x y z (Å)
C1 2.7976 -1.3885 2.2181
C2 1.7683 -0.4746 1.4840
N1 1.6954 0.8958 2.0311
C3 2.0707 -0.4066 0.0072
N2 0.9387 0.1294 -0.7980
H1 2.3044 -2.1449 2.8349
H2 3.4067 -0.7712 2.8661
H3 3.4549 -1.8736 1.5053
H4 0.7740 -0.8994 1.6175
H5 1.5356 0.8579 3.0259
H6 2.5556 1.3932 1.8308
H7 2.9507 0.1967 -0.1828
H8 2.3282 -1.4195 -0.3276
H9 1.3461 0.7017 -1.5216
H10 0.3870 -0.6174 -1.1850
O1 -2.1078 -0.7462 -5.0239
H11 -2.6144 0.0723 -4.9282
H12 -1.2130 -0.4491 -5.2161
O2 -5.8214 1.8145 0.8648
H13 -5.2306 1.0536 0.8364
H14 -6.6962 1.4320 0.6846

Values from the calculation:
* structure (SMILES): C[C@@H](N)CN.O.O
* highest occupied orbital energy: -9.00 eV
* strongest force on any atom: 1.4 eV/A
* electronic energy: -10412.7719 eV
* frontier orbital gap: 9.742 eV
* LUMO: 0.745 eV
* relative energy (zero: lowest compared OMol25 entry of this formula, charge and spin): 23.5 kcal/mol